No. 1
Here is a cluster of 2 separate species, C4H14N4 in total from the OMol25 dataset. Energies are from ωB97M-V/def2-TZVPD.

Properties
Electronic energy in eV: -10334.341

Each line ends with the natural charge from an NBO analysis.
Atoms and positions in Å:
C1 0.35886 1.24041 -1.80569  -0.458
N1 -0.63770 1.04054 -0.76274  -0.410
C2 -1.67572 1.74304 -0.73816  0.259
N2 -2.04179 2.73313 -1.71850  -0.896
H1 0.45412 0.29963 -2.34723  0.206
H2 1.31739 1.42227 -1.32350  0.202
H3 0.09694 2.03630 -2.50131  0.204
H4 -2.36022 1.64591 0.10540  0.147
H5 -2.78662 2.38682 -2.31393  0.377
H6 -2.38171 3.57030 -1.26094  0.371
C3 -0.30304 -0.86793 1.99182  -0.427
N3 0.19057 -2.04566 1.28387  -0.641
C4 1.63594 -2.21232 1.33072  -0.057
N4 2.34984 -1.50114 0.27653  -0.825
H7 -1.38663 -0.93370 2.04930  0.197
H8 0.10706 -0.77890 3.00859  0.157
H9 -0.06345 0.01511 1.40895  0.214
H10 -0.26445 -2.88649 1.61407  0.354
H11 1.85673 -3.27381 1.24704  0.178
H12 2.04902 -1.87377 2.29112  0.150
H13 1.92585 -1.78360 -0.60679  0.350
H14 2.09783 -0.51589 0.33590  0.346

No. 2
Here is a cluster of 2 separate species, C4H14NO in total in a non-equilibrium geometry from the OMol25 dataset. Energies are from ωB97M-V/def2-TZVPD.

Properties
Net charge: +1
Electronic energy in eV: -7905.523

Each line ends with the natural charge from an NBO analysis.
Atoms and positions in Å:
C1 2.10724 -0.77788 -0.86284  -0.625
C2 0.76245 -0.45000 0.01331  -0.056
C3 0.73472 1.11970 0.36407  -0.435
C4 -0.55125 1.66997 0.93243  -0.638
N1 -0.44294 -0.61948 -0.81060  -0.733
H1 2.76348 -1.27875 -0.20018  0.245
H2 2.66168 0.15954 -1.12971  0.237
H3 1.87040 -1.19841 -1.84293  0.221
H4 0.67180 -1.21279 0.82767  0.222
H5 1.55380 1.36850 1.07493  0.250
H6 1.13860 1.74358 -0.56567  0.222
H7 -0.58969 2.74345 0.65293  0.243
H8 -1.39204 1.14632 0.43719  0.190
H9 -0.54087 1.69376 2.07967  0.245
H10 -1.41611 -0.66295 -0.32710  0.473
H11 -0.46208 0.15772 -1.52230  0.441
H12 -0.46050 -1.52333 -1.33090  0.431
H13 -2.19385 -1.81354 0.97657  0.482
H14 -3.52534 -1.30012 0.45216  0.505
O1 -2.68950 -0.96531 0.78128  -0.922

No. 3
Here is a cluster of 3 separate species, C4H14NO in total in a non-equilibrium geometry from the OMol25 dataset. Energies are from ωB97M-V/def2-TZVPD.

Properties
Net charge: +1
Electronic energy in eV: -7897.891

Each line ends with the natural charge from an NBO analysis.
Atoms and positions in Å:
C1 -0.39047 0.23006 2.30026  -0.627
C2 -0.42697 -1.01426 1.42545  -0.305
C3 -1.49540 -1.18448 0.27300  -0.410
C4 -0.93520 -1.91462 -1.00381  -0.516
N1 1.76280 3.01896 -1.90245  -0.913
H1 0.43796 0.23157 2.93876  0.246
H2 -1.26321 0.47189 2.89172  0.276
H3 -0.26356 1.03863 1.54625  0.247
H4 -0.07086 -1.98062 1.75476  0.271
H5 -2.41658 -1.74878 0.64398  0.320
H6 -1.78355 -0.11992 0.03759  0.236
H7 -0.00070 -1.27825 -1.20805  0.219
H8 -0.57911 -2.87061 -0.63955  0.229
H9 -1.67806 -2.12176 -1.73079  0.258
H10 1.53635 2.27194 -1.22747  0.355
H11 1.60279 3.84480 -1.32930  0.380
H12 2.67335 2.99316 -2.32561  0.389
H13 0.86257 0.12925 -1.59357  0.469
H14 0.43833 -0.92254 0.73104  0.357
O1 0.95662 0.27853 -0.64275  -0.480

No. 4
Here is a cluster of 2 separate species, C4H14NO in total in a non-equilibrium geometry from the OMol25 dataset. Energies are from ωB97M-V/def2-TZVPD.

Properties
Net charge: +1
Electronic energy in eV: -7905.729

Each line ends with the natural charge from an NBO analysis.
Atoms and positions in Å:
C1 0.57404 1.53385 -1.63857  -0.422
C2 -0.81249 0.58643 0.09814  -0.423
C3 0.81734 -0.81297 -0.87894  -0.423
C4 1.57934 1.09766 0.58420  -0.414
N1 0.57321 0.60404 -0.47470  -0.212
H1 -0.21665 1.22470 -2.34275  0.236
H2 1.55302 1.40445 -2.12995  0.235
H3 0.43715 2.60267 -1.40304  0.252
H4 -1.05135 1.60557 0.44584  0.234
H5 -0.94805 -0.11330 0.93995  0.250
H6 -1.51924 0.31351 -0.70349  0.236
H7 0.62797 -1.51087 -0.04606  0.245
H8 1.88460 -0.87148 -1.15122  0.233
H9 0.21493 -1.12945 -1.74701  0.246
H10 2.58549 1.32714 0.19482  0.248
H11 1.66576 0.28541 1.32540  0.237
H12 1.18475 1.99494 1.08995  0.243
O1 -3.04431 -2.98738 2.69086  -0.949
H13 -2.99681 -3.42647 1.81154  0.468
H14 -3.10870 -3.72845 3.33501  0.482

No. 5
Here is a cluster of 2 separate species, C4H14NO in total in a non-equilibrium geometry from the OMol25 dataset. Energies are from ωB97M-V/def2-TZVPD.

Properties
Net charge: +1
Electronic energy in eV: -7906.415

Each line ends with the natural charge from an NBO analysis.
Atoms and positions in Å:
C1 0.21645 0.26767 1.67975  -0.219
C2 1.20966 0.76185 0.59849  -0.422
C3 0.52151 1.64246 -0.46401  -0.411
C4 0.17516 0.85166 -1.74154  -0.611
N1 -0.91550 -0.58304 1.13372  -0.689
H1 -0.24277 1.09786 2.19969  0.225
H2 0.82986 -0.37856 2.30151  0.229
H3 1.85417 -0.06665 0.31594  0.224
H4 1.80768 1.47129 1.16864  0.245
H5 1.20216 2.46089 -0.70299  0.234
H6 -0.35735 2.12221 -0.03012  0.192
H7 -0.36066 -0.07380 -1.52402  0.180
H8 -0.34711 1.46839 -2.46709  0.235
H9 1.12410 0.55664 -2.18442  0.220
H10 -1.56956 0.02336 0.63945  0.442
H11 -0.61066 -1.38697 0.56732  0.472
H12 -1.40267 -1.03821 1.90752  0.438
H13 -0.31800 -2.96273 -1.48944  0.501
H14 -1.76699 -3.42408 -1.02011  0.506
O1 -1.04949 -2.81022 -0.88829  -0.991

No. 6
Here is a cluster of 3 separate species, C4H14NO2 in total in a non-equilibrium geometry from the OMol25 dataset. Energies are from ωB97M-V/def2-TZVPD.

Properties
Net charge: +1
Electronic energy in eV: -9952.467

Each line ends with the natural charge from an NBO analysis.
Atoms and positions in Å:
C1 -1.46935 2.02127 -0.81943  -0.620
C2 -2.13454 0.78173 -0.07418  -0.453
C3 -1.65711 -0.51093 -0.62520  -0.088
C4 -0.64389 -1.11240 0.10872  -0.133
N1 0.04243 -2.29020 -0.41175  -0.686
H1 -0.78678 2.59137 -0.10606  0.225
H2 -0.97055 1.76568 -1.77820  0.221
H3 -2.18984 2.82544 -0.92161  0.238
H4 -1.81883 0.73795 0.96833  0.215
H5 -3.22526 0.81644 -0.03743  0.237
H6 -2.03687 -0.94424 -1.60676  0.226
H7 -0.52845 -0.94088 1.19558  0.245
H8 -0.15379 -2.53103 -1.40596  0.440
H9 -0.39972 -3.04863 -0.00819  0.422
H10 1.01146 -2.29665 -0.14550  0.480
H11 1.95374 -0.31394 1.04497  0.530
H12 2.83790 -1.63555 1.42386  0.510
O1 2.12559 -1.29494 0.84241  -1.012
H13 2.00583 2.69007 -0.01362  0.476
H14 3.36106 2.20765 0.45970  0.483
O2 2.38347 2.17366 0.69180  -0.956

No. 7
Here is a cluster of 3 separate species, C4H14NO2 in total in a non-equilibrium geometry from the OMol25 dataset. Energies are from ωB97M-V/def2-TZVPD.

Properties
Net charge: +1
Electronic energy in eV: -9954.160

Each line ends with the natural charge from an NBO analysis.
Atoms and positions in Å:
C1 1.45691 0.30259 -0.13139  -0.232
N1 0.15621 -0.32184 -0.45638  -0.559
C2 -0.73635 0.85741 -0.51711  -0.232
C3 -0.45998 1.64070 0.76824  -0.420
C4 1.09721 1.45496 0.83446  -0.434
H1 2.10872 -0.41642 0.37414  0.230
H2 1.92998 0.69818 -1.03695  0.221
H3 -0.14420 -1.01033 0.34837  0.474
H4 0.16863 -0.88421 -1.33155  0.471
H5 -1.74580 0.47649 -0.68462  0.230
H6 -0.42235 1.59272 -1.26154  0.224
H7 -0.85496 2.66117 0.60312  0.245
H8 -1.06207 1.25226 1.63037  0.231
H9 1.39392 1.18308 1.84608  0.229
H10 1.77876 2.22615 0.48607  0.242
H11 -1.75672 -1.68066 1.79742  0.508
H12 -0.56550 -1.21682 2.76287  0.514
O1 -0.86644 -1.31845 1.85568  -0.974
H13 -0.22925 -2.19828 -3.29823  0.498
H14 -0.76432 -3.10523 -2.22290  0.501
O2 -0.48241 -2.19345 -2.36616  -0.969

No. 8
Here is a cluster of 2 separate species, C4H14NO2 in total in a non-equilibrium geometry from the OMol25 dataset. Energies are from ωB97M-V/def2-TZVPD.

Properties
Net charge: +1
Electronic energy in eV: -9952.928

Each line ends with the natural charge from an NBO analysis.
Atoms and positions in Å:
C1 -0.81480 -1.32667 -0.24430  -0.094
O1 -0.24113 -1.71520 1.03098  -0.746
C2 -0.21574 0.09316 -0.40673  -0.067
C3 -0.40957 0.66196 -1.86801  -0.415
C4 0.06225 2.08148 -1.91537  -0.652
N1 -1.02219 0.93554 0.50895  -0.695
H1 -0.53678 -2.06978 -0.97624  0.211
H2 -1.89701 -1.43031 -0.16214  0.187
H3 -0.36472 -2.67100 1.03732  0.494
H4 0.84011 0.07105 -0.12931  0.252
H5 0.11764 -0.03968 -2.55587  0.254
H6 -1.46868 0.69361 -2.07322  0.214
H7 -0.30582 2.78724 -1.16050  0.188
H8 1.15131 2.14567 -1.78021  0.232
H9 -0.00432 2.70516 -2.82499  0.266
H10 -1.26947 1.82561 0.06983  0.452
H11 -0.46595 1.10491 1.37071  0.463
H12 -1.81506 0.49034 1.00014  0.455
H13 1.81289 -1.19042 1.73841  0.466
H14 3.20767 -1.05921 2.19318  0.475
O2 2.33838 -0.68914 2.37963  -0.941